Formula: C34H43F4N4OTl
Source: OMol25
Level of theory: ωB97M-V with the def2-TZVPD basis set

Summary:
HOMO level ... -0.231 Eh
ΔE to the lowest compared entry with this formula, charge and spin ... 23.1 kJ/mol
Total energy ... -59526.0949 eV
Orbital gap ... 0.22199 Eh

```
! wB97M-V def2-TZVPD RIJCOSX def2/J DEFGRID3
* xyz 0 1
Tl -0.06466 0.29722 -0.63083
C -3.24705 1.07144 -2.17132
N -2.63548 1.49182 -0.92063
C -2.63053 2.94146 -0.81086
C -3.29839 0.90838 0.24294
C -3.38929 -0.62133 0.22973
N -2.17607 -1.21800 -0.29546
C -2.17129 -2.52387 -0.55897
C -1.18707 -3.07484 -1.43120
F -0.36128 -2.20149 -2.07112
C -1.06049 -4.41071 -1.70994
F -0.07063 -4.81902 -2.53088
C -1.94022 -5.34931 -1.20294
C -2.95979 -4.85269 -0.41160
F -3.86445 -5.71628 0.08414
C -3.08097 -3.51984 -0.09265
F -4.10112 -3.17674 0.73276
H -4.31824 1.32180 -2.21746
H -3.12344 -0.00366 -2.29029
H -2.74333 1.56663 -3.00338
H -3.64774 3.36426 -0.82759
H -2.06322 3.37141 -1.63839
H -2.15532 3.23332 0.12780
H -4.32085 1.30921 0.34805
H -2.72206 1.21012 1.12269
H -4.25912 -0.92695 -0.36682
H -3.59277 -0.93060 1.26235
H -1.84506 -6.39882 -1.43116
C -0.96759 2.26793 2.55638
C -1.40731 0.95510 3.14887
C -2.54215 0.88709 3.94884
C -2.93921 -0.30802 4.52303
C -2.21065 -1.46140 4.27558
C -1.07768 -1.43268 3.47500
C -0.30201 -2.68736 3.18170
C -0.66528 -0.20798 2.93616
N 0.50071 -0.18197 2.14428
C 1.64706 -0.04528 2.68621
C 1.81926 0.24246 4.15492
C 2.89876 -0.18444 1.87248
C 4.21566 -0.21152 2.60341
N 2.79034 -0.36251 0.62734
C 3.84358 -0.43717 -0.28714
C 4.59219 0.68778 -0.66198
C 4.43104 2.01526 0.03218
C 5.48347 0.57245 -1.72395
C 5.64279 -0.62396 -2.39940
C 4.92599 -1.74071 -1.99608
C 4.03496 -1.66904 -0.93843
C 3.32843 -2.89165 -0.43088
H -1.78144 2.99067 2.60016
H -0.65428 2.14178 1.51797
H -0.12204 2.68330 3.11262
H -3.10837 1.79324 4.12991
H -3.81560 -0.34198 5.15673
H -2.51985 -2.40094 4.71683
H -0.84471 -3.56347 3.53105
H 0.67224 -2.67849 3.67859
H -0.12502 -2.78595 2.10854
H 0.86655 0.52422 4.59704
H 2.53504 1.05014 4.30846
H 2.18673 -0.64075 4.68174
H 4.19804 -0.96610 3.39115
H 4.43412 0.75523 3.05990
H 5.01389 -0.45790 1.90640
H 3.48863 2.06145 0.57332
H 4.45604 2.83068 -0.69145
H 5.24579 2.18152 0.74199
H 6.05361 1.44430 -2.02393
H 6.33312 -0.68848 -3.23041
H 5.05151 -2.68292 -2.51536
H 3.85832 -3.30822 0.43051
H 3.27818 -3.65645 -1.20074
H 2.32184 -2.64112 -0.09884
C 1.94371 5.15983 -1.79537
C 1.43181 5.38825 -0.37014
C 1.69223 4.02696 0.26338
O 1.42894 3.07330 -0.75720
C 1.64204 3.67560 -2.03696
H 3.01672 5.35009 -1.84206
H 1.45032 5.79139 -2.53169
H 0.36147 5.60118 -0.36777
H 1.95447 6.19240 0.14528
H 1.04015 3.80418 1.10757
H 2.73699 3.95548 0.59498
H 0.72976 3.53902 -2.62328
H 2.46332 3.16677 -2.54792
*
```